[1]
{"formula": "C8O4", "method": "ωB97M-V/def2-TZVPD", "symbols": ["O", "C", "C", "C", "O", "C", "C", "C", "O", "C", "C", "O"], "coordinates": [[2.040, 3.806, -2.425], [1.956, 2.936, -1.580], [1.853, 2.048, -0.702], [1.895, 0.912, 0.108], [2.920, 0.420, 0.631], [0.557, 0.362, 0.395], [-0.357, -0.268, 0.880], [-1.637, -0.861, 1.199], [-2.442, -0.356, 2.057], [-1.853, -2.054, 0.466], [-2.343, -2.956, -0.225], [-2.589, -3.986, -0.803]], "atomic_forces_ev_per_a": [[-0.07, -0.19, 0.27], [0.02, -0.45, 0.32], [0.27, 0.89, -0.94], [0.41, 0.37, 0.25], [-1.06, 0.05, -0.36], [0.94, -0.87, 0.90], [-0.17, 1.00, -0.32], [-2.06, -0.47, 1.05], [1.85, -0.70, -1.60], [-0.22, 1.61, 0.71], [0.82, -1.09, 0.40], [-0.74, -0.13, -0.68]], "lowdin_charge": [-0.083, -0.363, -0.026, -0.537, -0.045, 0.068, 0.045, -0.507, -0.079, -0.020, -0.379, -0.073], "total_charge": -2, "orbital_gap_ev": 7.21, "smiles": "O=C=C=C([O-])C#CC(=O)C#C[O-]"}

[2]
{"formula": "C3H12NO2", "method": "ωB97M-V/def2-TZVPD", "symbols": ["C", "C", "C", "N", "H", "H", "H", "H", "H", "H", "H", "H", "H", "H", "O", "H", "H", "O"], "coordinates": [[2.105, 0.931, -1.242], [1.748, -0.382, -0.586], [1.885, -0.763, 0.699], [0.617, -1.459, 1.263], [1.281, 1.653, -1.209], [2.344, 0.847, -2.296], [3.082, 1.248, -0.832], [0.929, -0.853, -1.119], [2.548, -0.806, 1.532], [0.645, -2.436, 0.957], [-0.274, -0.986, 0.897], [0.705, -1.413, 2.287], [-2.065, 0.372, 0.026], [-1.644, -0.969, -0.849], [-1.408, -0.439, -0.055], [-3.879, 1.893, 0.720], [-3.500, 2.678, -0.507], [-3.498, 1.760, -0.162]], "atomic_forces_ev_per_a": [[2.58, -0.77, -0.22], [-1.03, 1.15, 0.99], [-2.17, -0.61, -0.85], [1.24, -0.43, -0.42], [0.24, -0.24, 0.64], [-0.22, -0.46, -0.33], [-0.83, 0.66, 0.15], [-0.30, -0.10, 0.30], [1.08, 1.22, -0.20], [-0.39, 0.01, 0.38], [0.48, -0.29, 0.11], [-0.40, -0.22, -0.50], [1.41, -2.02, -0.58], [-0.13, 0.78, 0.77], [-1.79, 1.59, -0.37], [-0.02, -0.27, -0.16], [0.17, -0.83, -0.03], [0.08, 0.84, 0.31]], "lowdin_charge": [-0.067, -0.114, -0.031, 0.146, 0.096, 0.075, 0.094, 0.098, 0.109, 0.159, 0.083, 0.160, 0.102, 0.096, -0.087, 0.062, 0.077, -0.058], "relative_energy_ev": 1.927, "total_charge": 1, "orbital_gap_ev": 10.74}

Number 1: highest occupied orbital energy -1.2089 eV, E_LUMO 6.0 eV, largest force on an atom 2.55 eV/A. Number 2: highest occupied orbital energy -13.8995 eV, E_LUMO -3.2 eV, largest force on an atom 2.70 eV/A.